(1)
This record from OMol25 describes a structure of composition C41H34N6O6PbS at a distorted geometry. The level of theory is ωB97M-V/def2-TZVPD.

Calculated values
* orbital gap: 6.4 eV
* net charge: +2
* largest force on an atom: 0.1552 hartree/bohr

Last column: Löwdin charge in e.
Cartesian coordinates (Å):
Pb (-0.02, -0.46, 1.17)  1.4044
C (-4.29, -1.25, 1.27)  -0.0136
O (-3.83, -0.84, 2.57)  0.0646
C (-2.49, -0.73, 2.47)  -0.3122
N (-1.93, -1.03, 1.37)  -0.0983
C (-2.99, -1.44, 0.45)  -0.1979
C (-2.96, -0.67, -0.85)  -0.1920
C (-3.76, -1.11, -1.90)  -0.0104
C (-3.79, -0.41, -3.10)  -0.0406
C (-3.01, 0.73, -3.26)  -0.0498
C (-2.21, 1.17, -2.22)  -0.1155
C (-2.19, 0.47, -1.02)  -0.1305
C (-1.77, -0.27, 3.66)  -0.1740
C (-2.34, -0.21, 4.93)  0.0616
C (-1.55, 0.23, 5.99)  0.0177
C (-0.24, 0.61, 5.74)  0.0672
C (0.21, 0.51, 4.43)  -0.1602
N (-0.52, 0.07, 3.43)  0.0565
C (1.55, 0.85, 3.97)  -0.3509
N (1.85, 0.67, 2.76)  0.0999
C (3.28, 1.02, 2.60)  -0.1889
C (3.65, 1.56, 4.01)  -0.0368
O (2.45, 1.33, 4.82)  0.0444
C (3.56, 2.01, 1.48)  -0.1621
C (4.75, 2.72, 1.50)  -0.0218
C (5.05, 3.64, 0.50)  -0.0520
C (4.16, 3.86, -0.54)  -0.0697
C (2.99, 3.13, -0.59)  -0.0761
C (2.70, 2.21, 0.41)  -0.0781
H (-4.92, -0.45, 0.87)  0.1453
H (-4.88, -2.16, 1.39)  0.1426
H (-2.84, -2.50, 0.22)  0.1592
H (-4.36, -2.00, -1.79)  0.1276
H (-4.42, -0.75, -3.91)  0.1152
H (-3.04, 1.28, -4.19)  0.1157
H (-1.60, 2.05, -2.34)  0.1130
H (-1.57, 0.81, -0.19)  0.0120
H (-3.37, -0.50, 5.08)  0.1342
H (-1.96, 0.28, 6.99)  0.1311
H (0.41, 0.97, 6.53)  0.1367
H (3.83, 0.10, 2.39)  0.1473
H (3.85, 2.63, 4.03)  0.1224
H (4.47, 1.03, 4.49)  0.1403
H (5.47, 2.56, 2.29)  0.1250
H (5.98, 4.19, 0.53)  0.1171
H (4.40, 4.57, -1.33)  0.1133
H (2.31, 3.24, -1.44)  0.1082
H (1.84, 1.56, 0.30)  0.0501
O (3.72, -2.22, 1.54)  0.0868
C (2.56, -2.08, 1.25)  -0.6131
O (2.04, -1.09, 0.60)  -0.2041
C (1.55, -3.14, 1.68)  -0.1676
C (1.93, -4.45, 1.90)  0.0374
C (0.97, -5.37, 2.25)  -0.0081
C (-0.35, -4.94, 2.41)  -0.0233
C (-0.65, -3.61, 2.20)  -0.1065
N (0.29, -2.73, 1.83)  0.0274
H (2.98, -4.71, 1.78)  0.1356
H (1.23, -6.41, 2.41)  0.1258
H (-1.13, -5.63, 2.70)  0.1181
H (-1.64, -3.22, 2.34)  0.1038
C (1.09, 4.62, 2.51)  0.2001
O (0.44, 3.29, 2.00)  0.1305
C (-0.04, 3.21, 0.90)  -0.2465
O (-0.56, 3.04, -0.08)  0.3608
H (1.36, 4.34, 3.53)  0.1146
H (0.32, 5.37, 2.46)  0.1200
H (1.95, 4.78, 1.87)  0.1115
S (0.25, -2.19, -5.73)  1.0453
C (0.05, -1.72, -4.05)  -0.4863
C (-0.04, -2.72, -3.08)  -0.0619
C (-0.18, -2.36, -1.75)  -0.1092
N (-0.24, -1.09, -1.34)  -0.0273
C (-0.14, -0.13, -2.27)  -0.1701
C (0.01, -0.39, -3.62)  -0.0303
C (-0.63, -0.86, -6.53)  -0.5328
C (0.05, 0.22, -7.07)  -0.0814
C (-0.69, 1.23, -7.66)  -0.1281
N (-2.02, 1.22, -7.73)  0.0751
C (-2.66, 0.16, -7.25)  -0.1392
C (-2.01, -0.91, -6.64)  -0.0802
H (-0.02, -3.76, -3.36)  0.1131
H (-0.26, -3.12, -0.99)  0.1128
H (-0.18, 0.89, -1.92)  0.0911
H (0.08, 0.43, -4.32)  0.1182
H (1.13, 0.26, -7.05)  0.1120
H (-0.20, 2.10, -8.08)  0.1134
H (-3.73, 0.16, -7.35)  0.1120
H (-2.57, -1.75, -6.26)  0.1097

***

(2)
This record from OMol25 describes a structure of composition C41H35AsLiN3PS at a distorted geometry. The level of theory is ωB97M-V/def2-TZVPD.

Calculated values
* orbital gap: 6.0 eV
* net charge: -1
* largest force on an atom: 0.0203 hartree/bohr

Last column: Löwdin charge in e.
Cartesian coordinates (Å):
Li (0.62, 0.77, -0.12)  0.4213
N (7.52, 0.74, 7.16)  0.1456
C (6.72, 0.73, 6.34)  -0.2078
C (5.74, 0.75, 5.32)  -0.2454
C (4.91, -0.37, 5.13)  -0.0150
C (3.95, -0.34, 4.14)  -0.0058
C (3.80, 0.79, 3.34)  -0.1946
C (4.63, 1.89, 3.53)  -0.0053
C (5.60, 1.87, 4.51)  -0.0154
C (2.79, 0.81, 2.25)  -0.0641
C (1.48, 1.08, 2.63)  -0.2837
C (1.02, 1.25, 3.98)  -0.0371
C (-0.32, 1.53, 3.90)  -0.0853
C (-0.63, 1.53, 2.52)  -0.1665
N (0.43, 1.27, 1.77)  0.0165
C (3.29, 0.55, 0.98)  -0.2830
C (4.66, 0.33, 0.64)  -0.0449
C (4.70, 0.11, -0.72)  -0.0952
C (3.35, 0.18, -1.15)  -0.1717
N (2.52, 0.44, -0.16)  -0.0033
H (5.04, -1.24, 5.76)  0.1174
H (3.31, -1.18, 3.98)  0.1222
H (4.51, 2.75, 2.89)  0.1304
H (6.25, 2.72, 4.67)  0.1168
H (1.62, 1.17, 4.87)  0.1016
H (-1.00, 1.70, 4.71)  0.0892
H (-1.58, 1.73, 2.07)  0.1075
H (5.49, 0.35, 1.31)  0.0978
H (5.56, -0.08, -1.33)  0.0807
H (2.98, 0.04, -2.15)  0.0949
C (-1.43, -1.73, 4.14)  -0.1018
C (-0.31, -1.93, 3.35)  -0.0916
C (-0.37, -1.70, 1.99)  -0.1368
C (-1.55, -1.28, 1.38)  -0.3789
C (-2.66, -1.07, 2.19)  -0.0816
C (-2.61, -1.30, 3.55)  -0.0907
P (-1.33, -0.87, -0.41)  1.0055
C (-1.85, -2.46, -1.14)  -0.3609
C (-2.20, -2.45, -2.49)  -0.1015
C (-2.64, -3.61, -3.11)  -0.0926
C (-2.72, -4.79, -2.39)  -0.1082
C (-2.32, -4.82, -1.06)  -0.0989
C (-1.88, -3.67, -0.44)  -0.0849
C (-2.89, 0.05, -0.68)  -0.3249
C (-4.10, -0.58, -0.44)  -0.1170
C (-5.26, 0.18, -0.25)  -0.0909
C (-5.18, 1.55, -0.21)  -0.0423
C (-3.98, 2.22, -0.52)  -0.1812
C (-3.88, 3.62, -0.50)  -0.0698
C (-2.70, 4.23, -0.84)  -0.1038
C (-1.62, 3.50, -1.30)  -0.1371
C (-1.67, 2.11, -1.38)  -0.7021
C (-2.83, 1.45, -0.85)  -0.2068
H (-1.39, -1.91, 5.20)  0.0968
H (0.62, -2.24, 3.81)  0.0969
H (0.52, -1.83, 1.38)  0.1025
H (-3.59, -0.72, 1.76)  0.0871
H (-3.49, -1.14, 4.15)  0.0985
H (-2.13, -1.52, -3.05)  0.0850
H (-2.93, -3.59, -4.15)  0.0966
H (-3.09, -5.69, -2.86)  0.0918
H (-2.37, -5.75, -0.50)  0.0959
H (-1.59, -3.69, 0.60)  0.0959
H (-4.14, -1.66, -0.38)  0.1107
H (-6.20, -0.33, -0.06)  0.0982
H (-6.06, 2.14, 0.04)  0.1046
H (-4.76, 4.21, -0.24)  0.0965
H (-2.62, 5.31, -0.77)  0.0943
H (-0.73, 4.00, -1.65)  0.0905
C (1.40, 1.32, -5.78)  -0.3551
As (0.13, -0.13, -5.33)  1.0006
C (0.76, -1.38, -6.75)  -0.3698
C (-1.38, 0.63, -6.35)  -0.3509
S (-0.51, 1.22, -2.27)  0.4437
H (1.45, 1.48, -6.85)  0.0128
H (2.39, 1.08, -5.40)  0.0089
H (1.06, 2.23, -5.29)  0.0067
H (0.87, -0.90, -7.72)  0.0070
H (0.06, -2.21, -6.84)  0.0020
H (1.73, -1.79, -6.45)  0.0034
H (-1.08, 0.89, -7.37)  0.0127
H (-1.72, 1.52, -5.84)  0.0098
H (-2.21, -0.08, -6.39)  0.0072

***

(3)
This record from OMol25 describes a structure of composition C41H35BiCl2IN4O3P at a distorted geometry. The level of theory is ωB97M-V/def2-TZVPD.

Calculated values
* orbital gap: 4.5 eV
* net charge: +2
* largest force on an atom: 0.0705 hartree/bohr

Last column: Löwdin charge in e.
Cartesian coordinates (Å):
Bi (0.30, -0.86, 0.86)  1.7425
C (-10.84, 0.82, -6.31)  -0.0433
O (-10.03, 1.81, -5.67)  -0.0394
C (-8.80, 1.53, -5.28)  -0.2569
C (-8.09, 2.59, -4.69)  0.0187
C (-6.81, 2.41, -4.26)  0.0021
C (-6.17, 1.15, -4.39)  -0.2791
C (-6.90, 0.08, -4.96)  0.0158
C (-8.18, 0.27, -5.41)  0.0044
N (-4.92, 1.08, -3.91)  0.0731
N (-4.16, 0.10, -4.03)  0.0814
C (-3.06, -0.17, -3.34)  -0.1954
C (-1.98, -0.83, -3.97)  0.0161
C (-0.85, -1.20, -3.29)  0.0366
C (-0.73, -0.95, -1.91)  -0.4000
O (0.33, -1.33, -1.22)  -0.3542
C (-1.78, -0.29, -1.25)  -0.2080
N (-1.63, -0.05, 0.08)  -0.1267
C (-2.60, 0.55, 0.77)  -0.1084
C (-3.78, 0.94, 0.18)  -0.0070
C (-3.99, 0.68, -1.18)  0.0606
C (-2.98, 0.09, -1.92)  -0.0560
H (-11.79, 1.31, -6.50)  0.1036
H (-10.99, -0.04, -5.66)  0.1017
H (-10.39, 0.50, -7.25)  0.1050
H (-8.58, 3.55, -4.59)  0.1269
H (-6.25, 3.22, -3.81)  0.1167
H (-6.42, -0.88, -5.06)  0.1159
H (-8.71, -0.55, -5.86)  0.1114
H (-2.06, -1.02, -5.03)  0.1237
H (-0.04, -1.70, -3.79)  0.1310
H (-2.41, 0.69, 1.82)  0.1108
H (-4.55, 1.39, 0.78)  0.1190
H (-4.92, 0.95, -1.64)  0.1149
I (0.89, -1.07, 4.20)  1.0506
C (2.69, -0.38, 5.16)  -0.5364
C (2.54, 0.19, 6.40)  -0.1405
C (3.66, 0.46, 7.19)  -0.0518
C (4.90, 0.07, 6.76)  -0.0058
C (5.07, -0.51, 5.48)  -0.1478
C (6.34, -0.96, 5.07)  0.0040
C (6.52, -1.57, 3.86)  -0.0312
C (5.45, -1.63, 2.96)  -0.0635
C (4.20, -1.14, 3.30)  -0.3112
P (3.02, -0.99, 1.89)  0.8582
C (4.18, -0.21, 0.71)  -0.4094
C (5.03, -0.87, -0.17)  -0.1333
C (5.96, -0.14, -0.89)  -0.0779
C (6.03, 1.24, -0.75)  -0.0720
C (5.17, 1.90, 0.11)  -0.0817
C (4.24, 1.17, 0.84)  -0.1324
C (2.84, -2.74, 1.40)  -0.4552
C (2.84, -3.72, 2.39)  -0.1033
C (2.71, -5.05, 2.05)  -0.0473
C (2.57, -5.41, 0.72)  -0.0470
C (2.54, -4.44, -0.27)  -0.0544
C (2.66, -3.10, 0.07)  -0.1495
C (3.95, -0.67, 4.61)  -0.2151
H (1.55, 0.41, 6.78)  0.0965
H (3.53, 0.91, 8.16)  0.1179
H (5.77, 0.18, 7.39)  0.1252
H (7.17, -0.84, 5.75)  0.1254
H (7.47, -1.98, 3.57)  0.1187
H (5.61, -2.05, 1.98)  0.1066
H (4.98, -1.94, -0.29)  0.1056
H (6.64, -0.64, -1.56)  0.1177
H (6.76, 1.80, -1.31)  0.1158
H (5.23, 2.97, 0.22)  0.1123
H (3.57, 1.66, 1.53)  0.0923
H (2.98, -3.44, 3.43)  0.0943
H (2.74, -5.80, 2.82)  0.1173
H (2.49, -6.46, 0.45)  0.1170
H (2.44, -4.72, -1.30)  0.1161
H (2.65, -2.35, -0.71)  0.0846
Cl (0.76, 1.94, -1.17)  0.6081
C (2.13, 2.03, -2.29)  -0.9079
Cl (2.99, 0.48, -2.36)  0.6281
H (2.82, 2.80, -1.93)  0.0372
H (1.74, 2.27, -3.28)  0.0423
C (-1.22, 3.10, 3.19)  0.0273
C (-0.19, 2.39, 2.37)  -0.5643
N (0.73, 3.14, 1.78)  0.1930
O (-0.21, 1.15, 2.27)  -0.3000
H (-0.84, 4.03, 3.59)  0.0937
H (-1.55, 2.45, 4.00)  0.0992
H (-2.08, 3.32, 2.56)  0.0995
H (0.68, 4.15, 1.83)  0.1308
H (1.40, 2.73, 1.15)  0.0466